Entry 1:
A structure of composition C31H28ClNOPSTa at a distorted geometry, computed with ωB97M-V with the def2-TZVPD basis set.

ORCA input file:
```
! RIJCOSX wB97M-V def2-TZVPD def2/J DEFGRID3
* xyz 4 1
Ta 0.96193 0.95151 0.18596
C 0.79846 -5.51396 2.57301
C 1.40771 -4.38202 3.10618
C 1.19725 -3.14523 2.52440
C 0.36644 -3.04920 1.40239
C -0.24177 -4.18775 0.85215
C -0.04809 -5.41036 1.47427
P -0.11119 -1.48270 0.73287
C -0.58973 -1.64469 -0.99666
C 0.27347 -2.35402 -1.84724
C -0.10163 -2.58199 -3.16070
C -1.31552 -2.08450 -3.63434
C -2.15565 -1.35534 -2.80045
C -1.79255 -1.11555 -1.48115
C -1.43334 -0.81536 1.75255
C -2.23165 -1.65699 2.53089
C -3.28333 -1.13246 3.28264
C -3.51499 0.23587 3.28499
C -2.71961 1.10202 2.50291
C -2.99032 2.48342 2.43421
C -2.25147 3.33220 1.60672
C -1.16882 2.82809 0.91021
C -0.81913 1.45156 0.99225
C -1.64769 0.56697 1.74641
H 1.00266 -6.48641 3.00164
H 2.06235 -4.46975 3.96259
H 1.69045 -2.26980 2.93200
H -0.90042 -4.12004 -0.00418
H -0.55808 -6.28450 1.09184
H 1.20526 -2.76557 -1.47434
H 0.53489 -3.17089 -3.80822
H -1.60943 -2.27436 -4.65913
H -3.11428 -1.00709 -3.16363
H -2.46453 -0.57978 -0.82072
H -2.06637 -2.72737 2.53151
H -3.92073 -1.79566 3.85209
H -4.32322 0.65006 3.87662
H -3.79561 2.88998 3.03656
H -2.50774 4.38042 1.53050
H -0.57457 3.51627 0.31300
Cl 6.15091 -0.14476 2.64211
C 5.03569 1.01077 2.09297
C 5.29991 2.37907 2.16920
C 4.35940 3.28070 1.68634
C 3.17886 2.80796 1.15989
N 2.91824 1.47749 1.09596
C 3.83288 0.59381 1.54888
H 6.22917 2.72929 2.60286
H 4.54297 4.34605 1.72266
H 2.42303 3.48977 0.78408
H 3.61192 -0.46446 1.47129
O 0.92005 1.57079 -1.55385
S 1.20415 2.27691 -3.00969
C 0.01307 3.63328 -3.03808
C -1.30702 3.04122 -3.52496
C -0.91156 2.09391 -4.65485
C 0.21099 1.21077 -4.10632
H 0.42289 4.34863 -3.76100
H -0.00055 4.11527 -2.06027
H -1.96803 3.83350 -3.87503
H -1.81660 2.50673 -2.71914
H -0.56398 2.66631 -5.51614
H -1.74364 1.47643 -4.99123
H 0.86518 0.79191 -4.87132
H -0.15736 0.40364 -3.46698
*
```

Calculated values
F_max = 2.503 eV Å⁻¹
relative energy (zero: lowest compared OMol25 entry of this formula, charge and spin) = 0.0 kcal per mole
LUMO energy (spin up / spin down) = -14.1123 / -14.1129 eV
highest occupied orbital energy (spin up / spin down) = -19.543 / -19.543 eV



Entry 2:
A structure of composition C29H31FIrN4Se at a distorted geometry, computed with ωB97M-V with the def2-TZVPD basis set.

ORCA input file:
```
! RIJCOSX wB97M-V def2-TZVPD def2/J DEFGRID3
* xyz 0 2
Ir 0.91820 -0.24431 -0.33078
C 3.47180 0.10945 3.74287
C 2.93505 0.69862 2.46582
C 3.69275 0.66323 1.28935
C 3.23365 1.22036 0.10595
C 1.95158 1.83329 0.03714
C 1.19213 1.85745 1.22149
C 1.69140 1.30307 2.40867
H 4.30012 0.70126 4.13885
H 3.84761 -0.90425 3.58570
H 2.69876 0.06654 4.51019
H 4.68045 0.21324 1.31016
H 3.88688 1.24782 -0.75629
H 1.66872 2.45498 -0.79993
H 0.25736 2.40451 1.24244
H 1.08837 1.37130 3.30790
Se 3.93024 -3.02689 -0.95375
N 3.60026 -4.31336 0.22444
C 2.50739 -3.96507 0.87155
C 1.84334 -4.69903 1.90661
C 0.72360 -4.15097 2.42632
C 0.22985 -2.87840 1.96560
N 0.79379 -2.16486 1.04315
C 1.92706 -2.71467 0.48202
N 2.51304 -2.05066 -0.48351
H 2.23369 -5.65112 2.23916
H 0.17459 -4.65270 3.21135
H -0.67003 -2.47108 2.41178
C -3.99599 -1.26583 1.01510
N -3.36857 -0.44152 2.02664
C -3.30176 -1.11692 3.29941
C -2.06977 0.07375 1.60437
C -2.18914 1.02734 0.43978
C -2.85732 2.22574 0.67587
C -3.00921 3.17635 -0.31686
C -2.48170 2.92334 -1.57613
C -1.82915 1.73109 -1.82805
C -1.66624 0.74993 -0.84002
H -5.02163 -1.49381 1.30886
H -3.46253 -2.22189 0.86124
H -4.02041 -0.73300 0.06508
H -4.30242 -1.41427 3.61539
H -2.88740 -0.44988 4.05690
H -2.67877 -2.03189 3.27091
H -1.36528 -0.73238 1.36170
H -1.64566 0.61350 2.45716
H -3.27610 2.39740 1.66169
H -3.53547 4.10070 -0.11432
H -2.59140 3.65238 -2.37033
H -1.44107 1.53818 -2.81201
F -1.49234 2.81997 -6.18245
C -0.72423 2.17418 -5.27159
C 0.12622 2.90714 -4.46897
C 0.91091 2.23616 -3.54555
C 0.86077 0.84300 -3.40073
C 1.69508 0.17666 -2.41659
C 0.00255 0.14495 -4.25806
C -0.79662 0.79902 -5.18409
H 0.16711 3.98349 -4.57317
H 1.58313 2.80599 -2.91443
H 2.45776 0.76698 -1.96086
H 1.76400 -0.89570 -2.39439
H -0.03102 -0.93697 -4.20217
H -1.46734 0.25621 -5.83704
C -0.97811 -0.53810 -1.16268
H -0.93131 -0.72145 -2.23069
H -1.47125 -1.38764 -0.68316
*
```

Calculated values
F_max = 2.833 eV Å⁻¹
relative energy (zero: lowest compared OMol25 entry of this formula, charge and spin) = 40.2 kcal per mole
LUMO energy (spin up / spin down) = -1.8179 / -1.8093 eV
highest occupied orbital energy (spin up / spin down) = -6.340 / -6.616 eV



Entry 3:
An isolated molecule of C6H6O2, computed with ωB97M-V with the def2-TZVPD basis set.

ORCA input file:
```
! RIJCOSX wB97M-V def2-TZVPD def2/J DEFGRID3
* xyz 0 1
C 0.01727 1.00138 1.52761
C -1.29368 -0.29336 -0.28475
C -1.06741 -0.43143 -1.63116
C -0.07071 0.18094 0.27562
C 0.91263 -0.09379 -0.61322
C 2.09519 -0.45190 -1.04676
O -2.44016 -0.67532 0.35854
O -1.28694 -0.37051 -2.77948
H -2.21724 -1.22263 1.12290
H 0.85337 1.69722 1.46437
H -0.90267 1.56111 1.70266
H 0.19438 0.35360 2.39190
H 2.40585 -0.26292 -2.06885
H 2.80011 -0.99240 -0.41936
*
```

Calculated values
F_max = 0.817 eV Å⁻¹
relative energy (zero: lowest compared OMol25 entry of this formula, charge and spin) = 69.5 kcal per mole
LUMO energy = 0.4504 eV
highest occupied orbital energy = -7.931 eV



Entry 4:
A cluster of 2 separate species, C4H5INOP in total at a distorted geometry, computed with ωB97M-V with the def2-TZVPD basis set.

ORCA input file:
```
! RIJCOSX wB97M-V def2-TZVPD def2/J DEFGRID3
* xyz 0 1
C 0.22949 0.11216 -0.31805
C 1.41563 0.28301 -0.44309
C -2.16058 0.49897 0.30723
C -1.14851 0.29475 -0.80625
N -1.76129 -0.00901 1.48631
O -3.25962 1.03025 0.17943
P 3.62908 -1.44224 -0.09154
I 5.29700 0.33741 0.02840
H -1.17984 1.15941 -1.51709
H -1.38299 -0.60759 -1.37827
H -0.95646 -0.37674 1.83116
H -2.38844 0.24550 2.20976
H 3.66652 -1.52586 -1.48798
*
```

Calculated values
F_max = 5.060 eV Å⁻¹
relative energy (zero: lowest compared OMol25 entry of this formula, charge and spin) = 49.6 kcal per mole
LUMO energy (spin up / spin down) = -2.5615 / -2.5599 eV
highest occupied orbital energy (spin up / spin down) = -9.367 / -9.369 eV



Entry 5:
An isolated molecule of C20H22FN3O3 at a distorted geometry, computed with ωB97M-V with the def2-TZVPD basis set.

ORCA input file:
```
! RIJCOSX wB97M-V def2-TZVPD def2/J DEFGRID3
* xyz 0 1
O 0.26486 -3.84138 1.41430
C -0.66296 -3.17330 1.00938
C -1.29479 -1.97709 1.76148
N -0.68072 -0.70171 1.51616
C -0.18650 -0.37995 0.16883
C 0.27600 1.09588 0.18069
C 1.45665 1.21974 1.12921
C 1.97701 2.61211 1.13198
C 1.53652 3.63340 2.02838
C 2.22203 4.90310 2.01513
C 3.24132 5.19515 1.09538
O 3.84950 6.42409 1.00620
C 3.51987 4.14465 0.26421
N 2.89749 2.91502 0.21776
C 0.98787 0.91219 2.60298
C 0.35591 -0.48373 2.52982
C -2.71041 -1.88256 1.16753
O -2.85745 -2.90533 0.13784
N -1.55405 -3.56278 0.02839
C -1.23548 -3.94690 -1.34337
C -1.39119 -2.88721 -2.44110
C -0.45694 -1.83445 -2.72117
C -0.55664 -0.98641 -3.86215
C -1.67723 -1.08899 -4.67783
F -1.58053 -0.33188 -5.79565
C -2.75987 -1.98621 -4.36790
C -2.64949 -2.81669 -3.17470
H -1.27629 -2.22251 2.84202
H 0.83715 -0.77012 -0.08692
H -0.89410 -0.37873 -0.67136
H -0.56486 1.66935 0.42528
H 0.56882 1.25563 -0.87305
H 2.27245 0.49430 0.83545
H 0.84321 3.52665 2.77398
H 1.79066 5.61760 2.75280
H 3.46044 7.12007 1.51800
H 4.25817 4.24646 -0.44893
H 1.77412 0.92967 3.40096
H 0.17144 1.52659 2.90586
H -0.09687 -0.69358 3.53439
H 1.09863 -1.28477 2.26822
H -2.78829 -0.82432 0.80348
H -3.41603 -2.02765 1.98254
H -1.75880 -4.82012 -1.46358
H -0.25528 -4.29751 -1.31758
H 0.41120 -1.70144 -2.18011
H 0.24721 -0.20143 -4.11478
H -3.59339 -2.02835 -5.10633
H -3.42035 -3.40455 -2.80213
*
```

Calculated values
SMILES string = O=C1[C@@H](N2CCC(c3ccc(O)cn3)CC2)CON1Cc1ccc(F)cc1
F_max = 4.694 eV Å⁻¹
relative energy (zero: lowest compared OMol25 entry of this formula, charge and spin) = 156.1 kcal per mole
LUMO energy = 0.6308 eV
highest occupied orbital energy = -8.499 eV



Entry 6:
A cluster of 12 separate species, C4H32O13 in total at a distorted geometry, computed with ωB97M-V with the def2-TZVPD basis set.

ORCA input file:
```
! RIJCOSX wB97M-V def2-TZVPD def2/J DEFGRID3
* xyz 0 1
O 1.76296 1.37303 2.34325
C 1.29162 -0.00028 2.64675
C -0.15007 0.02238 2.46706
C -0.56198 -0.59528 1.13450
C -2.09839 -0.61131 1.02133
O -2.45828 -0.81513 -0.40706
H 2.65997 1.52577 2.66011
H 1.95997 -0.73105 1.99355
H 1.67229 -0.10151 3.73565
H -0.85329 -0.44821 3.24882
H -0.35402 1.05485 2.58801
H -0.22618 -1.64228 0.87390
H -0.19354 0.08834 0.31799
H -2.64751 0.22302 1.39377
H -2.52248 -1.63389 1.41786
H -2.20283 0.01845 -0.93172
O -0.73344 -2.98302 -0.95557
H -1.29087 -2.17365 -0.84284
H -1.36257 -3.68860 -1.07220
O -0.13046 3.25893 -0.24494
H -0.24812 3.38376 0.72954
H 0.79658 2.99345 -0.43612
O -0.59151 3.16489 2.41205
H -0.08453 3.93601 2.68576
H -0.40110 2.40870 2.96986
O -0.35046 -5.26936 0.28871
H 0.08292 -5.33543 1.18931
H 0.04503 -4.40568 -0.02638
O -2.18996 1.52739 -1.75685
H -3.00808 1.68989 -2.14982
H -1.72368 2.33886 -1.45754
O -0.34803 1.21677 -3.68770
H 0.03871 2.09467 -3.42832
H -1.06175 1.07238 -3.04076
O -1.03973 4.48528 -2.88196
H -1.73611 4.55344 -2.29509
H -0.28867 4.55622 -2.33262
O 2.13783 -4.23860 0.90834
H 1.79334 -3.53632 0.50319
H 2.59081 -4.78734 0.38592
O 1.41518 0.11084 -2.13429
H 1.54811 -0.80142 -1.68944
H 0.72496 0.11042 -2.79896
O 1.77211 -2.45898 -1.31708
H 0.79923 -2.78453 -1.29377
H 1.85618 -2.82385 -2.16043
O 2.09651 1.93698 -0.23947
H 1.97684 1.42071 0.55260
H 1.83649 1.30028 -0.88692
*
```

Calculated values
SMILES string = OCCCCO.O.O.O.O.O.O.O.O.O.O.O
F_max = 6.958 eV Å⁻¹
relative energy (zero: lowest compared OMol25 entry of this formula, charge and spin) = 48.5 kcal per mole
LUMO energy = 0.2346 eV
highest occupied orbital energy = -10.373 eV



Which of these has the lowest relative energy (zero: lowest compared OMol25 entry of this formula, charge and spin)?
C31H28ClNOPSTa



Which of these has the highest relative energy (zero: lowest compared OMol25 entry of this formula, charge and spin)?
C20H22FN3O3



Look up the relative energy (zero: lowest compared OMol25 entry of this formula, charge and spin) of the third one.
69.5 kcal per mole